[1]
This record from OMol25 describes a 2-piece molecular cluster, C3H7NO overall in a non-equilibrium geometry. The level of theory is ωB97M-V/def2-TZVPD.

Geometry as XYZ:
```
12
Properties=species:S:1:pos:R:3:forces:R:3:lowdin_charge:R:1
C -0.431 -0.763 1.564 -0.84 -1.35 0.66 -0.0024
C -0.678 0.491 1.240 0.77 0.87 -1.26 -0.2292
N -0.127 1.085 0.067 -0.39 -0.39 0.15 -0.0284
C 1.081 0.864 -0.193 1.34 0.03 -0.79 -0.0823
H 0.013 -1.555 0.964 0.48 0.79 -0.35 0.0603
H -0.874 -1.229 2.429 -0.28 0.34 0.37 0.0459
H -1.333 1.213 1.713 0.02 -0.45 0.63 0.1001
H 1.541 1.210 -1.132 -0.53 0.13 0.25 0.0774
H 1.811 0.309 0.420 -0.55 0.04 0.38 0.0851
O -0.247 -0.635 -2.724 0.00 -0.08 -0.11 -0.0685
H 0.131 -1.013 -1.922 -0.18 0.13 -0.07 0.0116
H -0.886 0.022 -2.425 0.15 -0.07 0.14 0.0304
```
Forces are in eV/Å.

SMILES string: C=CN=C.O
frontier orbital gap: 10.3 eV
LUMO level: 0.657 eV
ΔE to the lowest compared entry with this formula, charge and spin: 55.81 kcal per mole
electronic energy: -6760.3300 eV

***

[2]
This record from OMol25 describes one molecule with the formula C26H40N4O4S in a non-equilibrium geometry. The level of theory is ωB97M-V/def2-TZVPD.

Geometry as XYZ:
```
75
Properties=species:S:1:pos:R:3:forces:R:3:lowdin_charge:R:1
C -8.167 -1.354 0.105 0.24 -0.01 -0.23 -0.0854
C -7.107 -1.446 -1.002 -0.18 0.03 0.06 -0.2538
N -5.746 -1.726 -0.604 -0.03 -0.16 -0.09 -0.2045
C -5.520 -3.060 -0.086 0.18 0.01 -0.12 -0.2685
C -4.064 -3.488 -0.250 -0.31 0.01 0.08 -0.0845
C -5.046 -0.657 0.078 0.10 -0.05 0.15 -0.1894
C -5.147 -0.617 1.615 0.06 0.26 -0.26 -0.1605
C -4.666 0.729 2.158 -0.33 -0.07 0.06 -0.1743
N -3.288 0.985 1.827 0.07 -0.27 0.19 0.0853
C -2.915 1.930 0.952 0.27 -0.01 0.07 -0.4565
O -3.689 2.690 0.388 -0.22 0.21 -0.21 0.0354
C -1.438 2.027 0.722 -0.01 0.04 -0.02 -0.0185
C -1.041 3.012 -0.131 -0.30 -0.23 0.18 0.0304
N 0.232 3.290 -0.462 -0.17 0.00 0.02 -0.0233
C 0.567 4.342 -1.416 0.12 0.39 -0.34 -0.1898
C -0.622 5.001 -2.098 0.15 -0.15 0.16 -0.0765
C 1.249 2.580 0.142 0.30 -0.52 0.43 -0.1209
C 2.603 2.877 -0.089 0.03 0.04 -0.07 0.0096
C 3.595 2.164 0.544 -0.03 0.14 -0.07 -0.0482
C 3.269 1.142 1.426 0.45 -0.31 0.35 -0.2498
S 4.589 0.210 2.210 0.05 -0.16 -0.08 0.6698
O 5.800 0.964 2.065 -0.11 0.07 -0.29 -0.2827
O 4.161 -0.167 3.522 -0.33 -0.09 -0.12 -0.2718
N 4.746 -1.175 1.313 0.06 0.86 0.84 -0.2464
C 3.694 -2.146 1.480 -0.36 -0.18 0.15 -0.0791
C 5.425 -1.053 0.039 0.24 -0.04 -0.52 -0.3508
C 4.487 -0.907 -1.163 0.16 0.26 0.08 -0.1463
C 5.311 -0.643 -2.422 -0.18 -0.29 -0.06 -0.1943
C 6.297 -1.783 -2.663 0.19 0.28 0.01 -0.2067
C 7.208 -1.970 -1.453 -0.20 -0.28 -0.09 -0.1955
C 6.383 -2.224 -0.195 0.12 0.35 0.11 -0.1430
C 1.956 0.830 1.669 -0.10 0.01 0.02 0.0237
C 0.930 1.534 1.032 0.27 0.05 -0.05 -0.0372
C -0.462 1.159 1.338 -0.06 0.16 -0.18 -0.3101
O -0.720 0.192 2.054 0.13 -0.05 0.09 0.0424
H -8.007 -0.476 0.725 -0.03 0.07 0.11 0.0593
H -9.153 -1.275 -0.345 -0.14 0.02 0.00 0.0675
H -8.146 -2.242 0.733 -0.04 -0.08 0.12 0.0666
H -7.401 -2.237 -1.700 -0.01 0.09 -0.02 0.1094
H -7.096 -0.504 -1.559 -0.05 -0.07 -0.06 0.1116
H -6.149 -3.740 -0.668 -0.03 0.01 0.09 0.1153
H -5.811 -3.166 0.973 -0.05 -0.05 -0.06 0.1081
H -3.408 -2.924 0.406 0.15 0.05 0.08 0.0596
H -3.963 -4.544 -0.010 0.09 -0.09 0.06 0.0695
H -3.748 -3.329 -1.278 0.06 0.01 -0.11 0.0770
H -5.420 0.287 -0.323 0.07 0.04 -0.03 0.1233
H -3.986 -0.724 -0.194 -0.03 0.15 0.05 0.1157
H -4.540 -1.414 2.050 -0.05 -0.10 0.07 0.1069
H -6.179 -0.766 1.932 -0.03 -0.07 0.06 0.0985
H -5.253 1.543 1.724 0.01 -0.09 0.14 0.1195
H -4.779 0.749 3.248 -0.03 0.07 -0.12 0.1213
H -2.564 0.375 2.199 0.06 0.17 -0.12 0.1148
H -1.824 3.611 -0.570 0.02 0.03 -0.06 0.1255
H 1.207 3.897 -2.187 0.00 0.08 0.14 0.1280
H 1.144 5.111 -0.890 0.03 -0.12 -0.10 0.1304
H -1.226 4.274 -2.634 -0.10 -0.02 -0.05 0.0868
H -1.247 5.537 -1.389 -0.10 0.04 0.02 0.0837
H -0.241 5.721 -2.819 0.03 0.03 -0.02 0.0823
H 2.888 3.675 -0.754 0.00 0.07 -0.06 0.1037
H 4.637 2.394 0.387 0.10 0.12 -0.08 0.1188
H 3.416 -2.126 2.531 -0.13 -0.24 -0.05 0.0856
H 2.812 -1.924 0.870 0.00 -0.07 -0.01 0.0900
H 4.066 -3.139 1.231 0.00 0.00 -0.01 0.0935
H 6.022 -0.142 0.142 0.07 -0.13 -0.23 0.1348
H 3.783 -0.088 -0.993 -0.06 -0.08 -0.02 0.1041
H 3.915 -1.827 -1.296 -0.10 -0.04 0.01 0.1203
H 4.647 -0.537 -3.283 0.02 0.09 0.00 0.1099
H 5.861 0.293 -2.303 0.02 0.10 -0.04 0.1157
H 6.896 -1.572 -3.551 -0.02 -0.07 -0.05 0.1081
H 5.743 -2.706 -2.846 -0.02 -0.07 -0.06 0.1142
H 7.813 -1.072 -1.311 0.10 0.04 0.01 0.1166
H 7.887 -2.807 -1.626 0.08 0.05 0.02 0.1100
H 5.815 -3.149 -0.315 -0.04 -0.10 0.03 0.1146
H 7.033 -2.332 0.674 -0.02 -0.05 0.06 0.1233
H 1.690 0.055 2.371 -0.11 -0.07 0.07 0.1280
```
Forces are in eV/Å.

SMILES string: CCN(CC)CCCNC(=O)c1cn(CC)c2ccc(S(=O)(=O)N(C)C3CCCCC3)cc2c1=O
frontier orbital gap: 7.7 eV
LUMO level: -0.128 eV
ΔE to the lowest compared entry with this formula, charge and spin: 3.77 kcal per mole
electronic energy: -52597.9839 eV

***

[3]
This record from OMol25 describes C10H24N4O2P2Pt as an isolated structure in a non-equilibrium geometry. The level of theory is ωB97M-V/def2-TZVPD.

Geometry as XYZ:
```
43
Properties=species:S:1:pos:R:3:forces:R:3:lowdin_charge:R:1
Pt -0.366 0.363 -0.142 1.82 -2.98 1.13 0.9259
P -2.180 -0.738 0.289 -1.59 -0.96 0.44 0.7179
P -0.557 2.406 0.431 -1.12 1.43 0.12 0.6658
N 0.355 -1.515 -0.331 1.92 2.69 0.03 -0.2938
N 1.568 0.835 -0.473 0.34 0.46 -0.92 -0.1556
H 2.050 -2.403 -1.169 0.27 0.36 0.48 0.1322
H 3.426 -0.066 -0.775 -0.29 -0.26 -0.06 0.1415
H 2.301 -1.716 0.527 -0.32 -0.37 -0.45 0.1051
C 1.835 -1.574 -0.467 -0.80 -0.56 0.35 -0.1808
H 2.223 -0.279 -2.117 0.41 0.34 0.69 0.1290
C 2.368 -0.258 -1.018 0.40 -0.09 -0.32 -0.1797
H -0.113 -3.555 -0.503 0.11 0.49 0.08 0.1052
H 2.699 2.365 -1.356 -0.43 -0.06 0.63 0.1543
C -0.469 -2.516 -0.508 -1.87 -4.03 -0.94 -0.3255
C 1.802 2.108 -0.755 1.59 -0.06 -0.63 -0.2236
C -1.970 -2.388 -0.564 0.52 1.24 1.96 -0.3608
C 0.906 3.051 -0.355 -0.02 1.86 0.12 -0.2504
H -2.457 -3.109 0.094 0.06 -0.18 0.08 0.0744
H 1.087 4.129 -0.490 -0.06 -0.68 -0.09 0.0935
H -1.704 3.065 -0.014 0.18 0.76 0.13 -0.0388
H -0.473 2.759 1.789 -0.08 0.14 -0.04 -0.0333
H -3.384 -0.044 0.070 -0.23 -0.47 -0.03 -0.0527
H -2.316 -1.184 1.626 0.06 0.49 -0.15 -0.0248
H 0.518 0.973 -4.105 0.74 0.25 0.11 0.1462
C -0.279 0.506 -3.525 -0.19 0.33 0.01 -0.5401
C -1.337 1.609 -3.432 -0.51 -0.23 -0.23 -0.0421
C -0.714 -0.674 -4.347 -0.89 -0.41 -0.62 -0.0453
O 0.283 0.144 -2.325 -0.51 0.30 -0.87 -0.2065
H -1.352 2.103 -4.399 -0.18 0.22 -0.08 0.0844
H -2.338 1.175 -3.287 0.26 0.12 0.19 0.0836
H -1.145 2.367 -2.666 0.17 -0.25 -0.08 0.0541
H -0.105 -1.570 -4.184 -0.01 0.31 0.09 0.0881
H -1.765 -0.915 -4.144 0.17 -0.18 0.05 0.0794
H -0.665 -0.412 -5.410 -0.02 -0.13 0.10 0.0891
H -2.596 -2.373 -1.421 0.04 0.02 -1.67 0.0492
N 1.379 -1.082 4.294 -0.56 0.68 -0.07 0.1643
C 0.768 -0.314 3.332 0.97 -1.34 -1.42 -0.6179
N -0.395 0.245 3.745 -0.28 0.24 0.68 0.1595
O 1.189 -0.292 2.150 -0.66 0.60 2.25 -0.0521
H 1.137 -0.951 5.266 0.22 -0.12 -0.21 0.1051
H 2.291 -1.420 4.078 0.39 -0.17 -0.06 0.1039
H -0.854 0.913 3.164 -0.07 0.12 -0.22 0.0561
H -0.640 0.238 4.731 0.07 0.07 -0.54 0.1159
```
Forces are in eV/Å.

frontier orbital gap (alpha / beta): 5.2 / 6.4 eV
LUMO level (alpha / beta): -2.397 / -5.383 eV
net charge: +1
2S+1: 4
expectation value of S²: 3.798
ΔE to the lowest compared entry with this formula, charge and spin: 4.61 kcal per mole
electronic energy: -42627.9733 eV